Run A
Entry from the Open Molecules 2025 dataset: 3 unconnected molecules or ions with the total composition C4H9N3 (ωB97M-V/def2-TZVPD).

Last column: Löwdin charge in e.
CARTESIAN COORDINATES (ANGSTROEM)
C -0.03 0.98 1.15  -0.083
N -0.33 1.22 -1.90  -0.088
C -0.28 0.19 -0.04  -0.224
N 0.92 1.67 -2.24  -0.090
C -0.46 -0.84 -0.71  0.058
C -0.53 -2.18 1.03  -0.148
N 0.26 -2.19 2.00  0.000
H -0.87 2.01 -1.53  0.048
H 1.44 0.95 -2.74  0.069
H 1.49 2.03 -1.47  0.067
H 0.13 -2.94 2.70  0.045
H -0.57 -1.46 -1.57  0.063
H -1.31 -2.95 0.94  0.052
H 0.13 0.30 2.00  0.064
H 0.88 1.58 1.02  0.080
H -0.86 1.65 1.37  0.085

The value obtained for the orbital gap (alpha / beta) is 7.8 / 7.7 eV.


Run B
Entry from the Open Molecules 2025 dataset: a single C4H9N3 molecule (ωB97M-V/def2-TZVPD).

Last column: Löwdin charge in e.
CARTESIAN COORDINATES (ANGSTROEM)
C -0.26 -2.74 -0.23  0.008
C -0.44 -1.71 0.56  -0.128
C -0.15 -0.32 0.10  -0.367
N 0.43 -0.10 -1.02  0.023
C 0.86 1.18 -1.52  -0.159
N -0.68 0.61 1.04  -0.052
N -0.01 1.84 1.03  -0.001
H 0.24 -2.58 -1.17  0.061
H -0.50 -3.77 -0.09  0.048
H -0.94 -1.84 1.55  0.105
H 1.77 1.53 -0.97  0.085
H 0.05 1.90 -1.39  0.060
H 1.01 1.09 -2.56  0.045
H -1.13 0.34 1.88  0.103
H -0.79 2.53 0.97  0.103
H 0.55 2.03 1.82  0.067

The SMILES is C=C/C(=N/C)NN. The value obtained for the orbital gap is 9.4 eV.


Run C
Entry from the Open Molecules 2025 dataset: a single C4H9N3 molecule (ωB97M-V/def2-TZVPD).

Last column: Löwdin charge in e.
CARTESIAN COORDINATES (ANGSTROEM)
H -2.08 -0.62 1.29  0.061
N -1.36 -0.58 0.56  0.134
C -0.42 0.23 0.82  -0.418
C -0.32 1.16 1.99  -0.047
C 0.76 0.19 -0.07  -0.228
C 0.56 -1.32 -1.16  -0.199
N -0.30 -1.01 -2.22  -0.017
N 1.34 1.28 -0.35  0.128
H 2.12 1.17 -1.00  0.051
H -1.25 1.18 2.57  0.074
H -0.07 2.16 1.61  0.073
H 0.49 0.86 2.64  0.084
H 0.26 -2.23 -0.65  0.086
H 1.61 -1.36 -1.44  0.074
H -0.06 -0.14 -2.68  0.078
H -1.28 -0.97 -1.93  0.066

The SMILES is [H]/N=C(C)/C(CN)=N/[H]. The value obtained for the orbital gap is 8.8 eV.


Run D
Entry from the Open Molecules 2025 dataset: a single C4H9N3 molecule (ωB97M-V/def2-TZVPD).

Last column: Löwdin charge in e.
CARTESIAN COORDINATES (ANGSTROEM)
C 2.72 0.21 -0.09  -0.075
C 1.36 -0.41 0.07  -0.276
N 0.28 0.56 -0.16  -0.040
C -1.07 0.21 -0.07  -0.330
C -1.75 -0.94 -0.08  -0.116
N -3.04 -0.31 -0.02  -0.048
N -2.34 0.98 0.12  0.016
H 2.99 0.63 0.85  0.066
H 3.40 -0.51 -0.27  0.027
H 2.71 0.89 -1.01  0.114
H 1.13 -1.22 -0.65  0.124
H 1.08 -0.86 0.96  0.087
H 0.31 1.52 0.44  0.192
H -1.72 -2.01 -0.32  0.095
H -3.60 -0.45 0.78  0.074
H -2.46 1.71 -0.54  0.090

The SMILES is CCNc1c[nH][nH]1. The value obtained for the orbital gap is 8.4 eV.


Verdict on stability: run A comes out at the bottom.


Run A
Entry from the Open Molecules 2025 dataset: a single C4H9N3 molecule (ωB97M-V/def2-TZVPD).

Last column: Löwdin charge in e.
CARTESIAN COORDINATES (ANGSTROEM)
H 2.58 -0.04 0.95  0.058
N 1.82 0.16 0.31  0.152
C 0.69 0.18 0.80  -0.536
N 0.33 0.04 2.17  0.082
C -0.46 0.54 -0.04  -0.365
C -1.29 -0.75 -0.32  -0.119
C -0.70 -0.67 -1.73  -0.160
N -0.34 0.78 -1.46  -0.007
H -0.66 -0.14 2.37  0.081
H 0.98 -0.76 2.60  0.149
H -1.03 1.32 0.59  0.161
H -1.15 -1.55 0.36  0.081
H -2.36 -0.55 -0.27  0.102
H 0.21 -1.28 -1.73  0.101
H -1.26 -0.71 -2.72  0.121
H 0.67 1.05 -1.53  0.100

The SMILES is [H]/N=C(\N)[C@@H]1CCN1. The value obtained for the orbital gap is 10.0 eV.


Run B
Entry from the Open Molecules 2025 dataset: a single C4H9N3 molecule (ωB97M-V/def2-TZVPD).

Last column: Löwdin charge in e.
CARTESIAN COORDINATES (ANGSTROEM)
H 2.27 -1.27 0.04  0.038
N 2.57 -0.44 -0.49  0.090
C 1.83 0.48 -0.05  -0.318
N 0.70 0.38 0.95  -0.080
C -0.40 1.28 0.17  -0.116
C -1.54 0.21 -0.38  -0.181
C -0.76 -1.13 -0.35  -0.179
N 0.12 -1.03 0.92  -0.040
H 2.19 1.44 -0.27  0.080
H 0.21 1.84 -0.75  0.138
H -0.88 1.95 0.94  0.095
H -2.29 0.31 0.36  0.061
H -2.10 0.36 -1.34  0.114
H -0.20 -1.18 -1.32  0.114
H -1.54 -1.93 -0.23  0.113
H -0.19 -1.26 1.82  0.069

The SMILES is [H]/N=C\N1CCCN1. The value obtained for the orbital gap is 10.4 eV.


Verdict on stability: run B comes out at the bottom.


Run A
Entry from the Open Molecules 2025 dataset: 2 unconnected molecules or ions with the total composition C4H9N3 (ωB97M-V/def2-TZVPD).

Last column: Löwdin charge in e.
CARTESIAN COORDINATES (ANGSTROEM)
C -1.89 0.77 0.15  -0.198
C 0.41 -0.89 1.28  -0.060
C 0.75 0.57 -0.77  -0.235
C -0.06 -0.45 -0.05  -0.386
N -2.90 1.23 -0.17  -0.033
N 0.77 1.77 0.11  -0.029
N -0.38 -1.60 -0.83  0.137
H -0.35 -1.31 1.95  0.099
H 1.23 -1.71 1.26  0.132
H 0.96 -0.11 1.67  0.042
H 1.72 0.11 -0.67  0.118
H 0.37 0.92 -1.81  0.154
H 1.00 2.63 -0.46  0.099
H -0.13 1.99 0.49  0.007
H -0.78 -2.38 -0.43  0.082
H -0.71 -1.54 -1.73  0.072

The value obtained for the orbital gap is 9.9 eV.


Run B
Entry from the Open Molecules 2025 dataset: 2 unconnected molecules or ions with the total composition C4H9N3 (ωB97M-V/def2-TZVPD).

Last column: Löwdin charge in e.
CARTESIAN COORDINATES (ANGSTROEM)
C -0.48 -0.09 -0.68  -0.523
C -0.09 0.01 0.76  -0.317
N -0.36 1.11 -1.36  0.078
N -1.61 -0.85 -0.98  0.090
C 1.39 0.15 0.74  -0.256
C -0.81 -0.45 1.78  0.063
N 1.91 1.23 0.25  0.058
H 0.87 -0.73 -0.74  0.181
H 0.47 1.62 -1.02  0.061
H -0.38 1.02 -2.37  0.090
H -1.51 -1.84 -0.79  0.098
H -2.01 -0.66 -1.89  0.084
H 2.92 1.26 0.37  0.051
H 1.90 -0.45 1.50  0.122
H -1.83 -0.78 1.64  0.059
H -0.38 -0.54 2.77  0.060

The value obtained for the orbital gap is 8.7 eV.


Run C
Entry from the Open Molecules 2025 dataset: 2 unconnected molecules or ions with the total composition C4H9N3 (ωB97M-V/def2-TZVPD).

Last column: Löwdin charge in e.
CARTESIAN COORDINATES (ANGSTROEM)
H -0.35 0.39 1.98  0.061
N -0.24 1.00 1.16  0.031
N 1.00 1.10 0.84  -0.109
C 1.20 2.15 -0.15  -0.142
H 2.23 2.09 -0.52  0.069
H 1.03 3.12 0.31  0.076
H 0.53 2.03 -1.01  0.073
C -1.68 -1.56 0.44  -0.077
C -0.53 -0.94 -0.24  -0.270
N -0.48 -1.47 -1.45  0.105
C 0.73 -0.98 -1.02  -0.210
H -1.43 -2.54 0.83  0.089
H -2.04 -0.94 1.27  0.052
H -2.55 -1.65 -0.21  0.086
H 1.12 -0.19 -1.65  0.079
H 1.48 -1.62 -0.58  0.088

The SMILES is [H]/N=N/C.CC1=NC1. The value obtained for the orbital gap is 9.4 eV.


Verdict on stability: run C comes out at the bottom.


Run A
Entry from the Open Molecules 2025 dataset: a single C4H9N3 molecule (ωB97M-V/def2-TZVPD).

Last column: Löwdin charge in e.
CARTESIAN COORDINATES (ANGSTROEM)
H -0.55 -1.92 1.21  0.058
N 0.38 -1.51 1.21  0.158
C 0.49 -0.47 0.52  -0.353
C -0.22 0.57 -0.19  -0.113
C -1.81 -0.09 -0.37  -0.129
C -2.90 0.64 -0.11  -0.040
N 1.98 0.34 0.44  -0.117
N 2.65 -0.04 -0.76  -0.061
H 0.13 0.72 -1.21  0.103
H -0.35 1.47 0.41  0.110
H -1.94 -1.09 -0.77  0.078
H -2.82 1.66 0.28  0.051
H -3.90 0.28 -0.31  0.048
H 2.45 -0.03 1.27  0.073
H 3.51 0.49 -0.88  0.069
H 2.91 -1.03 -0.74  0.067

The SMILES is [H]/N=C(\CC=C)NN. The value obtained for the orbital gap is 10.2 eV.


Run B
Entry from the Open Molecules 2025 dataset: a single C4H9N3 molecule (ωB97M-V/def2-TZVPD).

Last column: Löwdin charge in e.
CARTESIAN COORDINATES (ANGSTROEM)
C -1.80 0.89 2.36  -0.139
C -0.50 1.08 1.60  -0.204
C -0.24 0.41 0.51  -0.232
N 0.52 1.01 -0.57  0.035
C 1.12 0.23 -1.44  -0.245
N 1.06 -1.11 -1.58  -0.131
N 0.14 -1.88 -0.94  -0.058
H -1.71 0.50 3.42  0.066
H -2.32 1.88 2.34  0.068
H -2.62 0.24 1.83  0.097
H 0.10 2.02 1.64  0.106
H -0.76 -0.59 0.25  0.104
H 1.81 0.73 -2.20  0.128
H 1.78 -1.53 -2.21  0.145
H 0.50 -2.34 -0.05  0.120
H -0.30 -2.64 -1.58  0.140

The SMILES is C/C=C/N=C\NN. The value obtained for the orbital gap is 8.5 eV.


Run C
Entry from the Open Molecules 2025 dataset: a single C4H9N3 molecule (ωB97M-V/def2-TZVPD).

Last column: Löwdin charge in e.
CARTESIAN COORDINATES (ANGSTROEM)
C -0.11 0.56 -0.35  -0.352
C -0.23 -1.89 0.22  -0.058
C -0.66 1.57 0.62  -0.023
N 0.46 -0.62 0.07  -0.115
N -0.72 0.53 -1.56  0.210
C 1.91 -0.24 0.53  -0.500
N 2.92 -0.82 0.75  -0.015
H 1.69 0.94 0.52  0.095
H -0.43 -0.16 -2.24  0.129
H -1.24 1.33 -1.89  0.122
H -0.76 -2.13 -0.71  0.069
H 0.48 -2.69 0.42  0.082
H -0.95 -1.87 1.05  0.082
H -0.17 1.45 1.58  0.088
H -1.74 1.45 0.72  0.098
H -0.45 2.58 0.27  0.087

The value obtained for the orbital gap (alpha / beta) is 5.7 / 5.7 eV.


Verdict on stability: run C comes out at the bottom.


Run A
Entry from the Open Molecules 2025 dataset: a single C4H9N3 molecule (ωB97M-V/def2-TZVPD).

Last column: Löwdin charge in e.
CARTESIAN COORDINATES (ANGSTROEM)
C -2.06 0.85 -0.29  -0.044
C -0.71 0.31 0.10  -0.408
C 0.38 0.97 0.58  -0.067
C 1.51 0.15 0.16  -0.188
N 2.03 0.26 -1.12  0.061
N -0.36 -0.99 -0.20  -0.066
N -0.44 -1.89 0.89  -0.029
H -2.83 0.46 0.38  0.076
H -2.31 0.49 -1.29  0.079
H -2.09 1.94 -0.28  0.071
H 0.45 1.90 1.14  0.093
H 2.25 -0.19 0.88  0.112
H 1.35 0.45 -1.84  0.097
H 2.80 -0.34 -1.36  0.089
H 0.11 -1.59 1.69  0.065
H -0.09 -2.78 0.56  0.061

The SMILES is CC(/C=C\N)=N/N. The value obtained for the orbital gap (alpha / beta) is 7.4 / 8.1 eV.


Run B
Entry from the Open Molecules 2025 dataset: a molecular structure, C4H9N3 (ωB97M-V/def2-TZVPD).

Last column: Löwdin charge in e.
CARTESIAN COORDINATES (ANGSTROEM)
C 1.88 -0.37 -0.19  -0.403
C -1.40 0.15 1.06  -0.061
C -0.61 -1.44 -0.73  -0.061
C -0.53 -0.02 -0.18  -0.450
N 2.87 -0.94 -0.37  0.149
N 1.15 2.07 -0.22  0.147
N 0.83 0.30 0.18  -0.014
H -2.43 -0.11 0.84  0.076
H -1.05 -0.50 1.86  0.081
H -1.37 1.18 1.41  0.072
H -0.30 -2.16 0.02  0.086
H 0.04 -1.56 -1.60  0.079
H -1.63 -1.66 -1.03  0.082
H -0.85 0.69 -0.95  0.133
H 1.41 2.40 0.70  0.043
H 1.99 1.99 -0.78  0.041

The value obtained for the orbital gap is 9.5 eV.


Verdict on stability: run A comes out at the bottom.


Run A
Entry from the Open Molecules 2025 dataset: 2 unconnected molecules or ions with the total composition CH3NOS2 (ωB97M-V/def2-TZVPD).

Last column: Löwdin charge in e.
CARTESIAN COORDINATES (ANGSTROEM)
N -1.09 -1.59 -0.48  0.124
C -1.39 -0.48 -0.24  -0.902
S -2.15 0.89 -0.04  0.688
H -0.27 -1.98 -0.03  0.094
O 1.12 0.06 -0.33  -0.642
S 1.89 0.72 0.93  0.680
H 0.99 0.60 -1.09  0.030
H 0.91 1.78 1.29  -0.073

The SMILES is N=C=S.OS. The value obtained for the orbital gap is 9.8 eV.


Run B
Entry from the Open Molecules 2025 dataset: a molecular structure, CH3NOS2 (ωB97M-V/def2-TZVPD).

Last column: Löwdin charge in e.
CARTESIAN COORDINATES (ANGSTROEM)
C 0.93 0.74 -0.21  -0.434
N 0.06 -0.83 0.65  -0.288
O -2.41 -0.84 0.29  -0.480
S -0.54 1.68 -0.02  0.578
S -1.18 -0.44 -0.33  0.589
H 1.73 1.11 0.37  0.034
H 0.98 0.30 -1.13  -0.018
H 0.45 -1.71 0.36  0.019

The value obtained for the orbital gap is 8.6 eV.


Verdict on stability: run B comes out at the bottom.